Below is an isolated molecule of C7H16N2O, with properties calculated with wB97M-V/def2-TZVPD.

## Properties
Spin multiplicity: 1
Orbital gap in eV: 8.9866
ΔE to the lowest compared entry with this formula, charge and spin in kcal per mole: 98.9

The geometry in XYZ format:
```
26
Properties=species:S:1:pos:R:3:forces:R:3:nbo_charge:R:1
C 0.25350 0.69830 1.66296 -3.18 -0.45 -1.14 -0.621
C -0.36813 -0.00481 0.03949 3.36 0.91 1.98 0.347
N 0.64324 -0.26918 -0.67294 0.05 -0.10 -0.15 -0.384
N 1.84883 0.07680 0.01191 0.93 -0.19 -0.69 -0.315
C 2.62504 -1.11350 0.32791 -0.17 0.32 -0.50 -0.415
C 2.59194 1.07968 -0.73755 -0.23 -0.55 -0.07 -0.414
C -1.73446 -0.31815 -0.52402 -0.74 0.25 0.42 0.153
C -2.52327 -1.17280 0.47433 0.11 0.05 -0.25 -0.610
C -2.46253 1.00714 -0.80034 0.07 -0.20 0.01 -0.611
O -1.64773 -1.04849 -1.74929 0.22 0.26 0.50 -0.721
H -0.34894 1.59978 1.71314 -0.41 -0.03 0.45 0.199
H 1.25533 0.98233 1.97477 -0.03 -0.40 -0.97 0.233
H -0.10427 -0.06661 2.34255 -0.32 0.15 0.32 0.204
H 1.99588 -1.80351 0.88471 0.02 -0.06 0.08 0.205
H 2.98393 -1.61184 -0.58019 0.11 -0.17 -0.01 0.176
H 3.48115 -0.81949 0.93872 -0.06 -0.03 -0.02 0.202
H 2.94545 0.68348 -1.69716 0.11 0.11 -0.12 0.175
H 3.44529 1.40005 -0.13826 -0.02 0.01 -0.03 0.201
H 1.93669 1.92900 -0.92656 0.06 0.05 0.01 0.205
H -1.98219 -2.09276 0.68902 0.06 -0.02 0.04 0.217
H -3.47546 -1.44602 0.02180 -0.05 0.05 0.01 0.223
H -2.70605 -0.63172 1.40120 0.00 0.02 0.05 0.209
H -2.63435 1.56569 0.11912 0.01 0.04 0.05 0.206
H -3.42213 0.78933 -1.26823 -0.02 -0.02 0.03 0.222
H -1.87867 1.61773 -1.48806 0.03 0.02 0.00 0.217
H -0.71808 -1.03043 -2.01901 0.09 0.00 0.00 0.496
```
Positions in Å, forces in eV/Å.